No. 1
Molecular formula: C4H12NS
Method: DFT, ωB97M-V/def2-TZVPD

Output
**Charge**: +1
**SMILES**: C[C@H]([NH3+])CCS
**Kohn-Sham gap**: 9.5935 eV
**ΔE to the lowest compared entry with this formula, charge and spin**: 141.27 kJ/mol

Atoms and positions in Å:
C -0.762524 -1.204026 -2.238523
C -0.280979 -0.789196 -0.858073
N -1.536598 -0.831619 -0.015062
C 0.508662 0.546543 -0.888689
C 0.448220 1.354638 0.364269
S 0.973926 0.429115 1.797221
H -1.526750 -0.535707 -2.682723
H -0.969287 -2.272318 -2.204904
H -0.126067 -1.004241 -3.145150
H 0.428692 -1.561510 -0.469612
H -1.496783 -0.209850 0.798491
H -1.670435 -1.756808 0.401195
H -2.263083 -0.557705 -0.669834
H 1.571009 0.271000 -1.070126
H 0.214153 1.046374 -1.813097
H -0.570974 1.916965 0.309030
H 0.825928 2.419779 0.357940
H 1.042375 1.336390 2.885732

Atoms 1-3, force components in eV/Å:
C 0.66 0.45 -1.77
C 1.86 -0.51 -0.63
N 0.75 0.38 0.55

=====

No. 2
Molecular formula: C5H11NO
Method: DFT, ωB97M-V/def2-TZVPD

Output
**Charge**: 0
**SMILES**: CCCC(=O)NC
**Kohn-Sham gap**: 10.3977 eV
**ΔE to the lowest compared entry with this formula, charge and spin**: 71.01 kJ/mol

Atoms and positions in Å:
C 1.707864 1.256008 -0.228894
C 0.173630 1.360516 -0.466603
C -0.213992 0.032110 -1.163499
C 0.001963 -1.316031 -0.516575
O 0.778013 -2.138228 -0.984604
N -0.670130 -1.646184 0.607402
C -1.512293 -0.828039 1.483338
H 2.106071 1.877465 0.580496
H 2.004827 0.253924 0.076038
H 2.176237 1.531318 -1.165866
H 0.053076 2.199523 -1.144940
H -0.266551 1.571960 0.509619
H -1.217582 0.105835 -1.599443
H 0.380982 -0.009809 -2.082069
H -0.421306 -2.510615 1.051459
H -0.927867 -0.444502 2.317933
H -1.756765 0.075259 0.920823
H -2.396180 -1.370508 1.805380

Atoms 1-3, force components in eV/Å:
C -0.21 0.23 0.43
C 1.81 -1.03 0.72
C -0.70 0.98 -1.20

=====

No. 3
Molecular formula: C4H7FN2
Method: DFT, ωB97M-V/def2-TZVPD

Output
**Charge**: 0
**SMILES**: [H]/N=C(\C)N/C=C\F
**Kohn-Sham gap**: 9.5911 eV
**ΔE to the lowest compared entry with this formula, charge and spin**: 299.61 kJ/mol

Atoms and positions in Å:
H 2.441974 -1.152979 0.285096
N 1.407880 -1.287100 0.026777
C 0.865743 -0.185226 -0.033181
C 1.971722 0.962647 0.118936
N -0.383298 0.180299 -0.194673
C -1.498914 -0.685138 -0.127653
C -2.793518 -0.571153 0.244039
F -3.522122 0.702187 0.016782
H 2.771160 0.983337 -0.739861
H 1.690904 2.101956 -0.011117
H 2.138528 0.877642 1.217980
H -0.701828 1.217258 -0.491775
H -0.987804 -1.681055 -0.520993
H -3.400429 -1.462678 0.209649

Atoms 1-3, force components in eV/Å:
H -2.15 -0.53 -0.76
N 1.69 -3.71 0.92
C 4.63 4.34 -0.56

=====

No. 4
Molecular formula: C4H8Si
Method: DFT, ωB97M-V/def2-TZVPD

Output
**Charge**: 0
**Kohn-Sham gap**: 9.1637 eV
**ΔE to the lowest compared entry with this formula, charge and spin**: 524.31 kJ/mol

Atoms and positions in Å:
C 2.018210 -0.003477 0.253807
C 0.935039 -1.044499 0.376362
C 1.146233 1.066606 -0.250983
C 0.415224 -0.283576 -0.565522
Si -2.032888 -0.142053 0.023431
H 2.945019 -0.169131 -0.215025
H 0.872078 -2.065049 0.540015
H 0.442024 1.512322 0.575895
H 1.595431 1.740458 -0.930930
H -1.763094 -1.345086 -0.792420
H -2.033660 1.077532 -0.650399
H -1.138418 0.076516 1.062651
H -3.401201 -0.420566 0.573124

Atoms 1-3, force components in eV/Å:
C -3.28 -1.15 0.27
C 2.84 1.87 -0.43
C -1.38 -0.13 3.81

=====

No. 5
Molecular formula: C20H41N2P3STi
Method: DFT, ωB97M-V/def2-TZVPD

Output
**Charge**: +4
**Kohn-Sham gap (spin up / spin down)**: 4.1822 / 4.1807 eV
**ΔE to the lowest compared entry with this formula, charge and spin**: 3.24 kJ/mol

Atoms and positions in Å:
Ti 0.194528 0.052865 0.555030
P 1.668859 -2.186719 0.252469
P 2.030296 1.654050 -0.461520
P -0.145298 -0.425373 -1.978286
H -1.630138 -0.364685 2.754438
C -1.661387 -1.109946 1.946982
C -0.571086 -1.966607 1.747746
H 0.154087 -2.095736 2.557129
C 2.280529 -3.049522 1.776268
C 3.256736 -1.981073 -0.641672
C 0.918714 -3.632365 -0.619545
C 1.280330 3.314207 -0.270908
C 3.659028 1.992775 0.299464
C 2.589357 1.678854 -2.210077
C -1.474921 -1.687254 -2.101115
C 1.066932 -1.135184 -3.190975
C -0.761720 0.942415 -3.049316
H -2.649335 -1.504482 1.700863
H -0.724443 -2.852613 1.125724
H 1.572808 -3.041519 2.609011
H 3.199191 -2.588561 2.150650
H 2.456261 -4.098159 1.510514
H 3.822099 -1.128843 -0.248512
H 3.090483 -1.814627 -1.709583
H 3.851511 -2.894777 -0.507924
H -0.171587 -3.691398 -0.498098
H 1.362842 -4.542533 -0.191908
H 1.128282 -3.620268 -1.696809
H 1.973756 4.080247 -0.643336
H 1.092142 3.488913 0.796506
H 0.338943 3.346359 -0.832247
H 4.090497 2.802733 -0.301029
H 4.319306 1.117385 0.242083
H 3.555286 2.324390 1.339783
H 3.324763 2.484894 -2.324643
H 1.737224 1.857529 -2.875939
H 3.081575 0.724084 -2.435684
H -2.109579 -1.381841 -2.943216
H -2.087419 -1.740578 -1.188266
H -1.033137 -2.669675 -2.331264
H 0.558920 -1.212341 -4.164352
H 1.400240 -2.133725 -2.887489
H 1.916358 -0.454524 -3.314293
H -1.848849 0.854608 -3.197157
H -0.287561 0.864470 -4.049313
H -0.553753 1.930737 -2.611484
C -4.268081 1.463693 0.139152
C -4.767357 2.632482 -0.488217
C -6.148224 2.855901 -0.651963
C -7.077944 1.921485 -0.162371
C -6.602109 0.761654 0.471962
C -5.220648 0.548605 0.622647
S -2.504041 1.021599 0.053561
H -1.999966 1.345664 1.331136
H -4.068269 3.390995 -0.838735
H -6.505928 3.757185 -1.170777
H -8.155595 2.063324 -0.330805
H -7.311435 0.021450 0.864455
H -4.866052 -0.341486 1.139914
N 1.087169 0.832338 3.457545
C 2.057215 0.746642 4.386631
C 3.169549 0.228955 3.751231
C 2.797507 -0.015771 2.434710
N 1.495059 0.367801 2.243707
H 0.150177 1.190035 3.590000
H 1.914535 1.061139 5.409806
H 4.135830 0.064804 4.198664
H 3.426940 -0.425075 1.659047

Atoms 1-3, force components in eV/Å:
Ti 0.33 -0.40 -0.57
P 0.97 -1.24 -0.16
P 1.13 1.32 -0.68

=====

No. 6
Molecular formula: C3H9NO3
Method: DFT, ωB97M-V/def2-TZVPD

Output
**Charge**: 0
**SMILES**: O=C=O.CN.CO
**Kohn-Sham gap**: 9.2644 eV
**ΔE to the lowest compared entry with this formula, charge and spin**: 157.39 kJ/mol

Atoms and positions in Å:
O -2.306539 -0.346627 0.163487
C -2.106265 0.789389 0.012093
O -2.200709 1.888237 -0.323671
C 0.555924 1.154951 0.579586
N 0.782290 2.375398 -0.171692
H 1.525587 0.804880 0.953175
H 0.001631 1.392282 1.482174
H 0.288657 0.194327 -0.029075
H 1.340963 2.182186 -1.000172
H -0.102911 2.768933 -0.477194
C 0.658258 -2.372057 -0.038556
O -0.002171 -1.431596 -0.867121
H 0.312196 -2.300892 0.996381
H 0.505771 -3.391971 -0.400213
H 1.718251 -2.135924 -0.080032
H -0.970933 -1.571515 -0.799170

Atoms 1-3, force components in eV/Å:
O 0.57 -0.08 0.79
C -1.85 -0.80 -1.17
O 0.73 0.91 0.42

=====

> Which of these has the highest ΔE to the lowest compared entry with this formula, charge and spin?

C4H8Si